# 1
An isolated ion of composition C3H8NS2 and charge +1, computed with wB97M-V/def2-TZVPD.

CARTESIAN COORDINATES (ANGSTROEM)
C: 0.4131 -0.4410 -0.0682
C: -3.4106 0.3979 0.4504
C: 2.8243 -0.7555 -0.1784
N: 1.7495 0.2824 0.0020
S: -0.7947 0.5088 -0.7547
S: -2.4361 -0.7052 -0.5683
H: -3.4548 1.3891 -0.1290
H: -2.9997 0.5133 1.3420
H: -4.4143 0.0688 0.4589
H: 2.5701 -1.1812 -1.1576
H: 3.7686 -0.2383 -0.0693
H: 2.6405 -1.5750 0.3827
H: 1.8858 0.9601 -0.6825
H: 1.6581 0.7759 0.9721

multiplicity	3
net charge	+1
expectation value of S²	2.01
calculated total energy	-26389.3343	eV
relative energy (zero: lowest compared OMol25 entry of this formula, charge and spin)	0.0	kJ/mol

# 2
The molecule C3H8O, computed with wB97M-V/def2-TZVPD.

CARTESIAN COORDINATES (ANGSTROEM)
C: 1.2811 -0.5781 -0.1152
C: 0.3064 0.5013 0.3520
C: -1.0834 0.4146 -0.3954
O: -1.9110 -0.6841 0.0686
H: 0.8660 -1.6072 0.1300
H: 1.4571 -0.6683 -1.1187
H: 2.3060 -0.4055 0.2549
H: 0.2148 0.5256 1.4275
H: 0.9170 1.3954 0.0466
H: -0.7310 0.2175 -1.3783
H: -1.5966 1.4363 -0.3141
H: -2.0262 -0.5475 1.0422

net charge	0
calculated total energy	-5287.3191	eV
structure (SMILES)	CCCO
relative energy (zero: lowest compared OMol25 entry of this formula, charge and spin)	80.2	kJ/mol

# 3
A 2-piece molecular cluster, C3H8O overall, computed with wB97M-V/def2-TZVPD.

CARTESIAN COORDINATES (ANGSTROEM)
C: -0.7271 1.2437 1.2684
C: -1.1590 0.0110 0.9888
C: -0.3914 -1.2451 1.2742
H: -1.3339 2.1263 1.0360
H: 0.2491 1.4062 1.7393
H: -2.1433 -0.1068 0.5168
H: 0.5763 -1.0049 1.7459
H: -0.1994 -1.7973 0.3389
H: -0.9632 -1.8966 1.9563
O: 2.1492 0.0386 -3.6446
H: 1.6058 0.4588 -2.9401
H: 2.3370 0.7661 -4.2800

net charge	0
calculated total energy	-5287.3903	eV
structure (SMILES)	C=CC.O
relative energy (zero: lowest compared OMol25 entry of this formula, charge and spin)	73.3	kJ/mol